Computed, not measured: a molecular structure, C58H42BrCl3FeOP2SSi at a distorted geometry, with ωB97M-V/def2-TZVPD.

Summary:
HOMO energy (spin up / spin down) = -9.3 / -10.2 eV
Molar mass = 1119.18 g mol⁻¹
Orbital gap (spin up / spin down) = 0.207 / 0.240 Eh
LUMO energy (spin up / spin down) = -3.7 / -3.7 eV

ORCA input file:
```
! RIJCOSX wB97M-V def2-TZVPD def2/J DEFGRID3
* xyz 1 2
Fe 0.838 0.476 -0.154
O -2.169 0.619 -0.223
S -1.052 1.336 -0.912
C -1.545 1.220 -2.614
C -2.247 2.233 -3.218
C -2.851 2.097 -4.483
C -2.799 0.880 -5.089
C -3.372 0.408 -6.400
C -3.162 -1.128 -6.389
C -2.374 -1.396 -5.133
C -1.922 -2.564 -4.591
C -1.221 -2.493 -3.377
C -0.955 -1.326 -2.685
P 0.168 -1.564 -1.239
C -0.687 -2.912 -0.344
C -0.390 -4.269 -0.499
C -1.142 -5.230 0.157
C -2.206 -4.855 0.964
C -2.526 -3.513 1.096
C -1.773 -2.549 0.442
C 1.539 -2.483 -2.053
C 1.879 -2.286 -3.391
C 2.939 -2.972 -3.962
C 3.672 -3.880 -3.209
C 3.338 -4.094 -1.880
C 2.286 -3.394 -1.310
C -1.485 -0.096 -3.197
C -2.165 -0.195 -4.429
C -1.175 3.036 -0.410
C -1.012 4.116 -1.243
C -1.239 5.439 -0.813
C -1.672 5.633 0.467
C -2.053 6.887 1.214
C -2.419 6.405 2.644
C -2.151 4.920 2.631
C -2.228 3.970 3.606
C -1.787 2.665 3.298
C -1.325 2.278 2.057
P -0.444 0.670 1.952
C -1.690 -0.344 2.861
C -3.048 -0.224 2.554
C -3.998 -0.880 3.317
C -3.612 -1.682 4.386
C -2.268 -1.819 4.687
C -1.312 -1.147 3.932
C 0.916 0.743 3.163
C 1.088 1.721 4.103
C 2.298 1.890 4.798
C 3.447 1.182 4.380
C 3.328 0.161 3.502
C 1.962 -0.345 3.141
C -1.422 3.216 0.984
C -1.755 4.530 1.338
H -2.390 3.165 -2.696
H -3.371 2.939 -4.921
H -2.841 0.877 -7.229
H -4.422 0.682 -6.500
H -2.631 -1.478 -7.274
H -4.114 -1.660 -6.361
H -2.089 -3.523 -5.062
H -0.845 -3.425 -2.974
H 0.423 -4.593 -1.133
H -0.898 -6.276 0.027
H -2.792 -5.607 1.476
H -3.366 -3.210 1.704
H -2.053 -1.508 0.501
H 1.319 -1.586 -3.997
H 3.186 -2.805 -5.002
H 4.492 -4.423 -3.658
H 3.892 -4.808 -1.286
H 2.030 -3.587 -0.274
H -0.698 3.957 -2.265
H -1.091 6.259 -1.503
H -2.886 7.397 0.728
H -1.218 7.589 1.230
H -3.463 6.609 2.885
H -1.816 6.902 3.405
H -2.562 4.201 4.610
H -1.782 1.936 4.100
H -3.357 0.407 1.732
H -5.048 -0.761 3.081
H -4.357 -2.191 4.983
H -1.956 -2.431 5.523
H -0.273 -1.226 4.216
H 0.323 2.467 4.255
H 2.384 2.678 5.533
H 4.424 1.494 4.726
H 4.197 -0.374 3.145
H 0.903 -1.693 1.859
Br 2.476 0.678 -2.139
C 3.814 -0.291 -1.230
C 5.044 -0.424 -1.819
C 6.008 -1.176 -1.150
C 5.706 -1.829 0.030
C 4.440 -1.713 0.599
C 4.053 -2.564 1.712
C 2.852 -2.441 2.270
C 1.936 -1.318 1.907
C 2.206 -0.597 0.625
C 3.476 -0.858 0.010
H 5.261 0.044 -2.768
H 6.994 -1.275 -1.584
H 6.443 -2.464 0.504
H 4.749 -3.329 2.035
H 2.542 -3.098 3.075
H 1.701 -1.023 3.976
Cl 4.117 2.167 0.844
Si 2.082 2.418 0.452
Cl 2.210 3.735 -1.227
Cl 1.590 3.877 1.871
*
```

=====

Computed, not measured: a gas-phase ion, C20H21ClN3O2 (charge +1) at a distorted geometry, with ωB97M-V/def2-TZVPD.

Summary:
HOMO energy = -10.3 eV
Molar mass = 370.86 g mol⁻¹
Orbital gap = 0.266 Eh
LUMO energy = -3.0 eV
Relative energy (zero: lowest compared OMol25 entry of this formula, charge and spin) = 0.000 eV

ORCA input file:
```
! RIJCOSX wB97M-V def2-TZVPD def2/J DEFGRID3
* xyz 1 1
O -1.637 0.256 0.885
O 2.007 -0.332 -1.680
Cl -1.826 -5.489 2.821
C -0.816 0.665 0.069
C 1.067 0.362 -1.282
C -1.920 4.340 -0.145
C -1.840 3.004 0.269
C 2.040 2.291 -2.536
C 2.070 3.656 -2.846
C -0.964 4.854 -1.020
C -0.873 2.124 -0.249
C 1.066 1.788 -1.640
C 1.095 4.496 -2.374
C 0.084 2.653 -1.143
C 0.062 4.048 -1.517
N 1.185 5.848 -2.766
N 0.093 -0.198 -0.472
C 0.575 -1.620 2.307
C 1.564 -3.450 0.944
C 1.254 -1.929 0.955
C -2.138 -4.177 1.581
C -0.736 -2.424 2.467
C 0.263 -4.242 1.185
C -1.068 -2.495 0.102
C 0.230 -1.670 -0.174
N -0.930 -3.359 1.323
H -2.706 4.992 0.213
H -2.588 2.595 0.987
H 2.829 1.633 -2.890
H 2.832 4.002 -3.482
H -1.088 5.881 -1.373
H 0.663 6.542 -2.283
H 1.773 6.114 -3.549
H 1.255 -1.864 3.125
H 0.379 -0.543 2.394
H 1.999 -3.698 -0.014
H 2.306 -3.708 1.678
H 2.146 -1.330 0.849
H -2.517 -4.655 0.682
H -2.929 -3.564 1.943
H -1.575 -1.706 2.494
H -0.688 -2.980 3.396
H 0.388 -4.820 2.131
H 0.111 -4.921 0.334
H -1.888 -1.781 0.205
H -1.276 -3.068 -0.804
H 0.668 -2.119 -1.099
*
```

=====

Computed, not measured: 9 unconnected molecules or ions with the total composition C18H36Cl12O12 at a distorted geometry, with ωB97M-V/def2-TZVPD.

Summary:
HOMO energy = -7.7 eV
Molar mass = 869.91 g mol⁻¹
Orbital gap = 0.282 Eh
LUMO energy = -0.1 eV
Relative energy (zero: lowest compared OMol25 entry of this formula, charge and spin) = 3.269 eV

ORCA input file:
```
! RIJCOSX wB97M-V def2-TZVPD def2/J DEFGRID3
* xyz 0 1
C -19.587 0.813 7.383
O -18.932 0.354 8.559
C -17.626 0.373 8.758
O -17.117 -0.138 9.713
O -16.973 1.038 7.798
C -15.565 1.156 7.950
H -19.062 1.700 7.028
H -20.588 1.102 7.695
H -19.707 0.122 6.550
H -15.238 1.344 8.966
H -15.272 1.920 7.229
H -15.041 0.281 7.549
C -18.038 -6.950 11.431
O -19.129 -7.876 11.521
C -20.352 -7.372 11.477
O -20.641 -6.219 11.547
O -21.298 -8.318 11.429
C -20.945 -9.700 11.433
H -18.121 -6.255 12.266
H -18.082 -6.448 10.467
H -17.094 -7.481 11.509
H -19.913 -9.911 11.700
H -21.168 -10.116 10.451
H -21.598 -10.159 12.176
C -10.846 -7.139 9.114
O -10.674 -6.955 10.486
C -9.491 -6.569 10.979
O -8.519 -6.349 10.323
O -9.586 -6.288 12.262
C -10.802 -6.466 12.968
H -10.355 -6.349 8.537
H -11.890 -7.085 8.809
H -10.454 -8.063 8.681
H -11.217 -7.468 12.864
H -11.558 -5.752 12.643
H -10.565 -6.304 14.015
C -14.926 -7.208 8.721
O -14.410 -5.854 8.638
C -15.331 -4.934 8.534
O -16.512 -5.084 8.446
O -14.735 -3.741 8.608
C -15.653 -2.650 8.560
H -14.235 -7.746 9.363
H -14.932 -7.657 7.734
H -15.888 -7.108 9.213
H -16.195 -2.703 7.610
H -15.102 -1.715 8.585
H -16.331 -2.712 9.407
C -16.366 -11.072 9.914
Cl -15.402 -9.972 10.926
Cl -17.870 -10.304 9.439
H -15.805 -11.270 9.008
H -16.569 -11.963 10.495
C -12.431 -11.431 7.512
Cl -10.775 -11.883 8.018
Cl -12.720 -9.735 7.862
H -12.564 -11.609 6.451
H -13.093 -12.066 8.091
C -16.671 -0.787 4.862
Cl -17.529 0.690 4.334
Cl -17.879 -1.947 5.466
H -16.198 -1.230 3.996
H -15.999 -0.481 5.651
C -18.017 -2.338 9.186
Cl -19.527 -1.483 8.871
Cl -18.184 -3.550 10.453
H -17.703 -2.832 8.271
H -17.247 -1.624 9.461
C -11.438 -2.966 9.168
Cl -11.805 -3.176 10.897
Cl -9.824 -3.533 8.762
H -12.170 -3.551 8.622
H -11.518 -1.914 8.920
C -15.486 -10.058 5.131
Cl -16.620 -8.882 5.790
Cl -14.118 -9.197 4.330
H -15.075 -10.643 5.944
H -15.933 -10.687 4.371
*
```

=====

Computed, not measured: a molecular structure, C19H25N4O9PbS2, with ωB97M-V/def2-TZVPD.

Summary:
HOMO energy = -5.2 eV
Molar mass = 724.76 g mol⁻¹
Orbital gap = 0.254 Eh
LUMO energy = 1.7 eV
Relative energy (zero: lowest compared OMol25 entry of this formula, charge and spin) = 0.858 eV

ORCA input file:
```
! RIJCOSX wB97M-V def2-TZVPD def2/J DEFGRID3
* xyz -1 1
Pb 0.745 0.280 -0.551
O 4.078 -0.060 5.037
C 4.560 0.891 4.264
O 5.499 1.584 4.595
C 3.885 1.108 2.956
C 4.284 2.067 2.043
N 3.464 1.979 0.991
N 2.547 1.026 1.162
C 2.771 0.483 2.347
C 1.821 -0.605 2.804
O 2.081 -1.166 3.893
O 0.854 -0.840 2.048
H 3.276 -0.531 4.607
H 5.085 2.784 2.105
H 3.364 2.532 0.143
O 0.934 3.952 -2.887
S 0.818 2.729 -2.135
O -0.397 2.624 -1.289
O 1.984 2.465 -1.225
S 0.781 1.054 -3.308
N -3.166 -1.919 -0.896
C -3.232 -1.792 0.580
C -2.198 -0.764 1.017
N -2.210 0.460 0.228
C -2.577 0.439 -1.183
C -3.594 -0.643 -1.526
H -3.743 -2.691 -1.214
H -2.018 -2.092 -1.203
H -3.005 -2.763 1.021
H -4.249 -1.498 0.856
H -1.216 -1.238 0.996
H -2.367 -0.509 2.062
H -2.528 1.275 0.720
H -1.706 0.307 -1.829
H -2.982 1.413 -1.450
H -3.634 -0.786 -2.606
H -4.594 -0.398 -1.157
C -1.985 -8.086 0.077
C -1.425 -6.725 -0.242
C -1.627 -6.139 -1.483
C -1.132 -4.872 -1.779
C -1.362 -4.300 -3.158
C -0.397 -4.189 -0.805
C -0.147 -4.772 0.446
C 0.683 -4.089 1.497
C -0.684 -6.028 0.705
C 0.109 -2.799 -1.095
O 1.284 -2.486 -0.930
O -0.779 -1.955 -1.515
H -2.433 -8.545 -0.804
H -2.754 -8.022 0.850
H -1.206 -8.753 0.449
H -2.175 -6.683 -2.246
H -1.650 -5.093 -3.848
H -0.470 -3.809 -3.544
H -2.151 -3.545 -3.165
H 1.735 -4.091 1.209
H 0.584 -4.605 2.452
H 0.420 -3.041 1.643
H -0.506 -6.478 1.677
*
```

=====

Computed, not measured: C3H7NO in the gas phase at a distorted geometry, with ωB97M-V/def2-TZVPD.

Summary:
HOMO energy = -9.8 eV
Molar mass = 73.09 g mol⁻¹
Orbital gap = 0.391 Eh
LUMO energy = 0.9 eV
Relative energy (zero: lowest compared OMol25 entry of this formula, charge and spin) = 1.074 eV

ORCA input file:
```
! RIJCOSX wB97M-V def2-TZVPD def2/J DEFGRID3
* xyz 0 1
C -1.929 -0.288 -0.269
N -0.556 0.004 0.161
C 0.596 -0.127 -0.527
O 0.785 -0.515 -1.659
C 1.780 0.344 0.451
H -1.952 -1.184 -0.903
H -2.380 0.530 -0.849
H -2.575 -0.479 0.593
H -0.121 0.357 1.010
H 2.198 1.264 0.039
H 2.505 -0.462 0.411
H 1.650 0.557 1.542
*
```

=====

Computed, not measured: a molecular structure, C8B2F42O18P7V2Zr2 at a distorted geometry, with ωB97M-V/def2-TZVPD.

Summary:
HOMO energy (spin up / spin down) = -18.0 / -18.0 eV
Molar mass = 1704.76 g mol⁻¹
Orbital gap (spin up / spin down) = 0.182 / 0.182 Eh
LUMO energy (spin up / spin down) = -13.0 / -13.0 eV

ORCA input file:
```
! RIJCOSX wB97M-V def2-TZVPD def2/J DEFGRID3
* xyz 3 3
Zr 4.246 -1.750 -0.803
Zr 1.723 0.999 4.742
O -2.317 3.884 -4.864
V -3.104 4.001 -3.567
O -6.840 -0.163 -0.674
V -6.323 -0.736 -1.987
P 0.192 3.469 3.674
F 0.787 4.852 3.201
F -1.337 3.881 3.885
F -0.082 3.013 2.150
F -0.174 1.929 4.075
F 1.638 2.791 3.529
F 0.623 3.566 5.202
P -5.933 1.297 -4.074
F -4.753 2.432 -4.027
F -7.186 2.327 -4.269
F -5.822 0.808 -5.653
F -7.045 0.200 -3.741
F -4.928 0.057 -3.673
F -5.983 1.629 -2.502
P -6.708 -3.474 -2.418
F -7.176 -4.388 -1.178
F -7.858 -4.229 -3.231
F -7.734 -2.307 -1.931
F -6.419 -2.346 -3.508
F -5.664 -2.720 -1.524
F -5.677 -4.554 -2.923
P 5.360 -3.818 1.177
F 5.940 -2.425 0.582
F 4.819 -3.862 -0.336
F 6.701 -4.717 0.886
F 4.466 -5.038 1.778
F 5.996 -3.421 2.555
F 4.103 -2.725 1.230
P 0.535 -1.794 5.672
F 1.296 -3.142 5.896
F 1.032 -1.229 7.131
F 1.903 -1.040 5.150
F 0.032 -0.300 5.399
F 0.307 -2.184 4.132
F -0.916 -2.165 6.200
P 2.309 -3.345 -2.511
F 3.949 -3.427 -2.588
F 2.707 -1.773 -2.287
F 2.268 -3.197 -4.133
F 0.631 -3.162 -2.480
F 2.300 -4.969 -2.419
F 2.511 -3.267 -0.890
P 4.279 0.325 2.622
F 3.761 1.013 4.015
F 3.207 1.251 1.964
F 5.359 1.497 2.403
F 4.573 -0.373 1.151
F 5.387 -0.582 3.364
F 3.339 -0.868 3.026
O -4.213 -0.250 -1.234
C -3.024 0.057 -1.000
O -2.163 -0.690 -0.240
B -0.917 0.096 -0.108
O -1.109 1.343 -0.851
C -2.343 1.367 -1.266
O -2.836 2.206 -2.010
O -0.613 0.442 1.277
C 0.501 -0.068 1.663
O 1.099 0.167 2.751
C 1.051 -0.843 0.451
O 0.214 -0.807 -0.511
O 2.233 -1.208 0.352
O -1.245 4.474 -2.490
C -0.196 4.199 -1.857
O 0.517 3.109 -2.042
B 1.859 3.276 -1.528
O 1.789 4.584 -0.773
C 0.563 5.143 -0.917
O 0.253 6.220 -0.559
O 2.253 2.045 -0.703
C 3.227 1.439 -1.363
O 3.787 0.321 -1.110
C 3.607 2.296 -2.586
O 2.886 3.342 -2.594
O 4.519 2.013 -3.354
*
```

=====

Computed, not measured: a gas-phase ion, C4H12NOS (charge +1) at a distorted geometry, with ωB97M-V/def2-TZVPD.

Summary:
HOMO energy = -12.7 eV
Molar mass = 122.21 g mol⁻¹
Orbital gap = 0.339 Eh
LUMO energy = -3.5 eV
Relative energy (zero: lowest compared OMol25 entry of this formula, charge and spin) = 0.627 eV

ORCA input file:
```
! RIJCOSX wB97M-V def2-TZVPD def2/J DEFGRID3
* xyz 1 1
C 0.346 -0.351 -1.381
O 0.369 0.488 -2.554
C -0.240 0.482 -0.253
C 0.051 0.072 1.206
C 0.127 -1.438 1.431
S -1.514 -2.198 1.116
N 0.169 1.919 -0.451
H -0.263 -1.244 -1.515
H 1.377 -0.714 -1.229
H 0.276 -0.137 -3.281
H -1.307 0.472 -0.498
H 1.095 0.384 1.371
H -0.610 0.745 1.756
H 0.882 -1.844 0.759
H 0.515 -1.612 2.429
H -1.985 -1.961 2.371
H -0.071 2.360 -1.339
H 1.131 2.169 -0.222
H -0.349 2.407 0.286
*
```

=====

Computed, not measured: a gas-phase ion, C5H13N4 (charge +1) at a distorted geometry, with ωB97M-V/def2-TZVPD.

Summary:
HOMO energy = -13.3 eV
Molar mass = 129.19 g mol⁻¹
Orbital gap = 0.394 Eh
LUMO energy = -2.6 eV
Relative energy (zero: lowest compared OMol25 entry of this formula, charge and spin) = 0.634 eV

ORCA input file:
```
! RIJCOSX wB97M-V def2-TZVPD def2/J DEFGRID3
* xyz 1 1
C 0.862 0.841 -1.146
C 1.594 0.120 0.006
C -1.521 0.313 -0.516
C -0.513 1.430 -0.742
C 0.820 -1.050 0.505
N -0.537 -0.903 0.242
N 1.272 -2.105 1.119
N -1.296 -1.998 0.671
N -0.347 2.186 0.487
H 1.501 1.657 -1.484
H 0.723 0.158 -1.985
H 2.595 -0.175 -0.309
H 1.686 0.828 0.837
H -2.274 0.517 0.233
H -1.881 -0.179 -1.408
H -0.878 2.045 -1.587
H 0.603 -2.795 1.444
H 2.253 -2.202 1.331
H -2.064 -1.711 1.273
H -1.680 -2.519 -0.116
H -1.223 2.592 0.795
H 0.304 2.951 0.349
*
```